1.
18
Properties=species:S:1:pos:R:3 method="wB97M-V/def2-TZVPD" fmax_ev_per_a=0.36 smiles="CC[C@@H](C)NC=O" relative_energy_kj_mol=24.23 gap_ev=10.63 total_charge=0
C 1.71997 1.43339 -0.26391
C 0.24347 1.17117 0.02144
C -0.12600 -0.31730 0.07155
C 0.35797 -1.00556 1.34900
N -1.56701 -0.47291 -0.08520
C -2.11456 -1.20527 -1.08911
O -1.48971 -1.86520 -1.89710
H 2.37587 0.89152 0.42591
H 1.97539 1.12615 -1.28413
H 1.94900 2.49989 -0.17059
H -0.04272 1.63874 0.97538
H -0.36171 1.64966 -0.75785
H 0.29898 -0.83135 -0.79705
H 1.45157 -1.04214 1.39247
H 0.00338 -0.47009 2.23922
H -0.01781 -2.03199 1.39442
H -2.18142 0.08081 0.49360
H -3.21946 -1.14330 -1.10025

2.
18
Properties=species:S:1:pos:R:3 method="wB97M-V/def2-TZVPD" fmax_ev_per_a=3.14 smiles="C/C=C/C=C/N.O" relative_energy_kj_mol=483.17 gap_ev=6.88 total_charge=0
N 0.57140 -3.01144 -1.49457
C -0.29027 -2.15301 -0.83740
C -0.48029 -0.85205 -1.30232
C -0.14132 0.26058 -0.37425
C -0.92668 1.39338 -0.24037
C -0.33573 2.66142 0.26977
H 0.46873 -3.98417 -1.20361
H 0.45204 -2.97025 -2.52743
H -0.65522 -2.70556 0.05411
H -1.10361 -0.66133 -2.15214
H 0.79137 0.24503 0.17779
H -1.93224 1.14966 0.07265
H 0.50398 2.99228 -0.42670
H 0.08227 2.50512 1.25752
H -1.09281 3.42586 0.15245
H 1.41403 1.34549 2.84552
H 1.51432 -0.12385 2.53586
O 1.16003 0.48284 3.19313

3.
18
Properties=species:S:1:pos:R:3 method="wB97M-V/def2-TZVPD" fmax_ev_per_a=1.71 smiles="CCN(C)C(C)=O" relative_energy_kj_mol=167.21 gap_ev=10.20 total_charge=0
C 0.40984 -1.78100 0.90558
C 1.28168 -0.32574 0.76405
N 0.47022 0.70956 0.15794
C -0.71354 0.76123 0.98636
C 0.39103 0.67120 -1.23274
O 1.34589 0.34004 -1.91214
C -0.94444 1.01696 -1.86201
H 0.91632 -2.38120 1.65831
H 0.47485 -2.23400 -0.08145
H -0.67239 -1.99326 1.16664
H 2.18267 -0.42901 0.13362
H 1.60973 0.04157 1.75067
H -0.45969 1.18133 1.96450
H -1.53451 1.31322 0.54172
H -0.91677 -0.29862 1.15657
H -0.86541 0.84992 -2.93670
H -1.23235 2.05507 -1.67262
H -1.73095 0.36999 -1.45665

4.
18
Properties=species:S:1:pos:R:3 method="wB97M-V/def2-TZVPD" fmax_ev_per_a=0.44 smiles="CNC(=O)C(C)C" relative_energy_kj_mol=11.83 gap_ev=10.44 total_charge=0
C -1.34309 1.59268 1.82628
N -0.87177 0.82374 0.69390
C 0.00578 -0.20682 0.82054
O 0.50112 -0.53397 1.89081
C 0.36674 -0.94970 -0.46698
C -0.32564 -0.48543 -1.75196
C 1.88718 -0.88991 -0.61995
H -2.43489 1.52637 1.91384
H -1.05552 2.64624 1.73715
H -0.88599 1.17473 2.72767
H -1.23143 1.02025 -0.22376
H 0.07406 -1.98966 -0.26660
H 0.00866 0.51599 -2.06107
H -1.42227 -0.47670 -1.67875
H -0.06478 -1.17134 -2.56529
H 2.22628 -1.53429 -1.43639
H 2.19629 0.13715 -0.84869
H 2.36927 -1.19932 0.30925

5.
18
Properties=species:S:1:pos:R:3 method="wB97M-V/def2-TZVPD" fmax_ev_per_a=0.32 smiles=COC1CN(C)C1 relative_energy_kj_mol=240.92 gap_ev=9.27 total_charge=0
C 2.69041 0.66925 0.19857
O 1.47891 0.97696 -0.44418
C 0.66675 -0.14677 -0.63034
C -0.06339 -0.69696 0.62434
N -1.31511 -0.51226 -0.08950
C -2.57583 -0.22952 0.51849
C -0.71787 0.23347 -1.18080
H 3.24549 1.60358 0.31486
H 3.29696 -0.03459 -0.39287
H 2.52243 0.23104 1.19413
H 1.19942 -0.91744 -1.20611
H 0.12883 -1.74386 0.89347
H 0.11088 -0.06283 1.51313
H -2.57828 0.60455 1.23498
H -2.92381 -1.12302 1.03754
H -3.31801 -0.00405 -0.24991
H -0.85322 1.32661 -1.17450
H -0.99455 -0.17416 -2.16129

6.
18
Properties=species:S:1:pos:R:3 method="wB97M-V/def2-TZVPD" fmax_ev_per_a=4.49 smiles=C[C@H]1C[C@](C)(O)N1 relative_energy_kj_mol=296.45 gap_ev=9.10 total_charge=0
C -0.20963 2.02759 -0.16636
C -0.39820 0.79300 0.67525
O -0.52351 1.12193 1.99748
N -1.28041 -0.22707 0.27869
H -1.03445 0.40484 2.40142
H -1.71932 -0.03472 -0.61625
H 0.06780 1.76376 -1.18405
H -1.16287 2.56471 -0.18330
H 0.55271 2.66997 0.26893
C 0.21330 -1.76483 -1.28643
C 0.20786 -1.24529 0.12180
C 1.16571 -0.22355 0.51256
H -0.03132 -2.00425 0.86254
H -0.70127 -2.31035 -1.51344
H 1.06828 -2.43799 -1.40085
H 0.33140 -0.95220 -2.00398
H 1.83193 0.15489 -0.25476
H 1.62200 -0.30042 1.49077

7.
18
Properties=species:S:1:pos:R:3 method="wB97M-V/def2-TZVPD" fmax_ev_per_a=0.71 relative_energy_kj_mol=315.30 gap_ev="7.47 / 7.29" total_charge=0
C -1.66008 1.59625 -0.64421
C -0.96295 -1.75100 0.55653
N 0.10834 -0.97428 0.62849
C 0.55624 -0.29519 1.70342
C 0.82770 -0.78886 -0.65622
O 0.52479 -1.46123 -1.60023
C 1.90261 0.25883 -0.69385
H -2.74108 1.64087 -0.49184
H -1.44642 0.85474 -1.41988
H -1.29947 2.57623 -0.96667
H -1.26857 -2.12276 -0.40665
H -1.48586 -1.97261 1.47546
H 0.03092 -0.46371 2.63355
H 1.56982 0.06865 1.71152
H -1.16549 1.31948 0.29275
H 2.22966 0.34329 -1.72962
H 2.75008 -0.04414 -0.07104
H 1.52976 1.21542 -0.32149

8.
18
Properties=species:S:1:pos:R:3 method="wB97M-V/def2-TZVPD" fmax_ev_per_a=1.08 smiles="CC[C@@H](C)NC=O" relative_energy_kj_mol=42.73 gap_ev=10.64 total_charge=0
C 0.45324 -0.97187 -1.83966
C 1.05912 -0.48868 -0.51924
C 0.15848 0.06758 0.61592
C 0.97563 0.96270 1.55153
N -1.01380 0.78552 0.14814
C -2.27672 0.34669 0.37786
O -2.57496 -0.65960 0.99230
H -0.24851 -1.77641 -1.63079
H -0.08412 -0.15307 -2.32409
H 1.17620 -1.32543 -2.59707
H 1.58105 -1.35564 -0.02852
H 1.78147 0.27879 -0.82741
H -0.22501 -0.77248 1.20950
H 1.86187 0.43148 1.91738
H 1.31025 1.87218 1.03424
H 0.36202 1.26675 2.40543
H -0.92327 1.71044 -0.24816
H -3.02140 1.03490 -0.06731

Computed E (Eh) in order:
-327.12212 -326.94732 -327.06766 -327.12684 -327.03959 -327.01843 -327.01126 -327.11507